{
  "formula": "C53H68BHfI2N7OS3Te",
  "method": "ωB97M-V with the def2-TZVPD basis set",
  "total_charge": 3,
  "de_lowest_ev": 2.574,
  "homo_energy_ev": [-15.1, -15.3],
  "multiplicity": 2,
  "energy_ha": -4649.050076,
  "s2": 0.757,
  "lumo_energy_ha": [-0.28288, -0.35084],
  "symbols": ["Hf", "C", "C", "C", "C", "N", "N", "B", "N", "N", "C", "C", "C", "C", "C", "S", "C", "C", "C", "C", "N", "N", "C", "C", "C", "C", "C", "S", "C", "C", "C", "C", "C", "S", "C", "C", "C", "C", "H", "H", "H", "H", "H", "H", "H", "H", "H", "H", "H", "H", "H", "H", "H", "H", "H", "H", "H", "H", "H", "H", "H", "H", "H", "H", "H", "H", "H", "H", "H", "H", "H", "H", "H", "H", "H", "H", "H", "I", "C", "I", "H", "H", "C", "C", "C", "C", "C", "C", "Te", "N", "C", "O", "C", "C", "C", "C", "C", "C", "C", "C", "C", "C", "C", "C", "C", "C", "C", "C", "C", "C", "H", "H", "H", "H", "H", "H", "H", "H", "H", "H", "H", "H", "H", "H", "H", "H", "H", "H", "H", "H", "H", "H", "H", "H", "H", "H", "H"],
  "positions_angstrom": [[-0.2479, 0.0828, 0.2633], [2.4476, 4.4871, 1.5096], [2.8004, 3.0479, 1.5995], [3.8526, 2.5801, 2.3536], [4.1511, 1.1983, 2.3593], [3.5043, 0.3721, 1.5787], [2.5183, 0.8044, 0.8012], [1.9936, -0.0991, -0.2709], [2.6871, -1.4614, -0.3322], [3.9730, -1.4090, -0.6349], [4.6860, -2.5017, -0.7121], [4.0859, -3.7639, -0.4788], [2.7481, -3.8397, -0.1921], [2.0206, -5.1088, 0.0488], [2.0298, -2.6142, -0.1212], [0.3625, -2.5476, 0.2375], [6.1392, -2.3689, -1.0926], [6.4929, -0.8873, -1.2179], [7.0286, -3.0469, -0.0396], [6.3489, -3.0568, -2.4511], [2.0701, 0.5992, -1.6419], [3.1856, 1.3010, -1.7479], [3.4613, 1.9811, -2.8283], [2.5900, 1.9187, -3.9426], [1.4104, 1.2161, -3.8466], [0.4256, 1.1312, -4.9519], [1.1341, 0.5672, -2.6105], [-0.3712, -0.2037, -2.3039], [4.7223, 2.8076, -2.7868], [4.3819, 4.2564, -3.1644], [5.7368, 2.2320, -3.7841], [5.2932, 2.7687, -1.3667], [2.0723, 2.0910, 0.8579], [0.6465, 2.4967, -0.0062], [5.2433, 0.6347, 3.2300], [4.7653, 0.7214, 4.6866], [6.5222, 1.4597, 3.0245], [5.4902, -0.8279, 2.8659], [3.0007, 5.0647, 2.2426], [1.3799, 4.6450, 1.6520], [2.6971, 4.8585, 0.5150], [4.4443, 3.2679, 2.9346], [4.6801, -4.6612, -0.5333], [2.7071, -5.9435, 0.1445], [1.3313, -5.3014, -0.7743], [1.4211, -5.0193, 0.9532], [6.3523, -0.3789, -0.2681], [5.8501, -0.4187, -1.9584], [7.5263, -0.7648, -1.5250], [6.8117, -2.6827, 0.9611], [8.0695, -2.8273, -0.2601], [6.9096, -4.1267, -0.0478], [5.7131, -2.6190, -3.2172], [6.1471, -4.1225, -2.4008], [7.3830, -2.9284, -2.7561], [2.8398, 2.4288, -4.8608], [0.8236, 1.5858, -5.8536], [-0.5029, 1.6345, -4.6784], [0.1744, 0.0892, -5.1451], [4.0789, 4.3396, -4.2042], [5.2599, 4.8810, -3.0198], [3.5811, 4.6398, -2.5342], [5.3659, 2.2853, -4.8042], [5.9696, 1.1962, -3.5504], [6.6564, 2.8075, -3.7296], [4.6118, 3.2617, -0.6775], [6.2486, 3.2799, -1.3295], [5.4314, 1.7442, -1.0374], [4.5876, 1.7479, 4.9925], [5.5218, 0.2962, 5.3375], [3.8463, 0.1549, 4.8178], [6.4450, 2.4403, 3.4842], [6.7364, 1.5862, 1.9651], [7.3636, 0.9488, 3.4821], [4.5825, -1.4091, 3.0072], [6.2709, -1.2412, 3.4967], [5.7951, -0.9037, 1.8263], [-1.1887, 2.6851, 2.9536], [-2.9350, 2.9794, 1.7552], [-2.8328, 2.0220, -0.1889], [-3.0730, 4.0469, 1.5858], [-3.7889, 2.5394, 2.2676], [-9.0432, -2.5500, -2.0986], [-7.6561, -2.2924, -1.6286], [-7.1443, -2.9426, -0.5139], [-5.8179, -2.8082, -0.1285], [-5.3158, -3.5541, 1.0607], [-4.9911, -1.9686, -0.8788], [-2.8401, -2.0117, -0.8447], [-2.0393, -0.9329, 0.6282], [-1.8401, -0.7986, 1.9164], [-0.6782, -0.2877, 2.1860], [-2.8253, -1.0076, 2.9627], [-4.1807, -0.8340, 2.6658], [-5.1142, -0.9125, 3.6796], [-4.7098, -1.2044, 4.9760], [-3.3673, -1.4045, 5.2651], [-2.4167, -1.2770, 4.2717], [-2.5031, -4.1057, -0.5422], [-2.1703, -4.8138, 0.6107], [-2.0561, -4.1910, 1.9658], [-1.9351, -6.1795, 0.4920], [-2.0090, -6.8402, -0.7233], [-1.7585, -8.3019, -0.8257], [-2.3300, -6.1003, -1.8614], [-2.5752, -4.7426, -1.7943], [-2.9159, -3.9642, -3.0316], [-5.4944, -1.2470, -1.9787], [-4.6154, -0.3211, -2.7664], [-6.8215, -1.4156, -2.3239], [-9.6367, -3.0468, -1.3368], [-9.0119, -3.1960, -2.9775], [-9.5356, -1.6284, -2.3981], [-7.7828, -3.6000, 0.0550], [-6.0072, -3.4426, 1.8929], [-4.3358, -3.1765, 1.3521], [-5.2402, -4.6175, 0.8372], [-4.4833, -0.5855, 1.6549], [-6.1517, -0.7247, 3.4541], [-5.4433, -1.2629, 5.7620], [-3.0616, -1.6376, 6.2714], [-1.3650, -1.3871, 4.4936], [-2.2289, -3.1188, 1.9246], [-1.0645, -4.3631, 2.3808], [-2.7765, -4.6393, 2.6499], [-1.6832, -6.7305, 1.3856], [-1.4967, -8.7270, 0.1367], [-0.9581, -8.5073, -1.5325], [-2.6494, -8.8016, -1.1986], [-2.3823, -6.5983, -2.8184], [-3.0153, -4.6307, -3.8867], [-2.1301, -3.2350, -3.2658], [-3.8697, -3.4395, -2.9069], [-4.0743, 0.3599, -2.1000], [-5.2150, 0.2839, -3.4398], [-3.8859, -0.8734, -3.3661], [-7.2202, -0.8778, -3.1704]],
  "forces_ev_per_a": [[-0.2, 1.2, -0.9], [-0.1, 0.2, 0.0], [0.6, -0.3, 0.5], [-0.7, 0.2, -0.5], [-0.2, -0.1, -0.3], [0.3, -0.8, 0.2], [-0.2, 1.3, 0.8], [2.2, -0.9, -1.2], [-0.4, -1.0, 0.2], [0.6, 0.5, -0.2], [-0.3, -0.1, 0.0], [-0.5, 0.3, 0.1], [0.3, 0.3, -0.1], [-0.1, -0.1, 0.0], [0.4, 0.4, -0.1], [0.0, 0.7, 0.3], [0.3, 0.1, -0.1], [0.0, -0.2, 0.0], [-0.2, 0.1, -0.1], [0.0, 0.1, 0.1], [-0.2, 0.1, -1.3], [0.4, 0.2, 0.3], [-0.3, -0.2, -0.1], [-0.3, -0.3, 0.3], [0.5, 0.1, 0.3], [-0.1, 0.0, -0.1], [0.6, 0.2, 0.2], [-0.3, -0.1, -0.1], [0.2, 0.1, 0.1], [0.0, -0.2, 0.1], [-0.1, 0.0, 0.1], [0.0, 0.0, -0.2], [-0.1, -0.2, -0.3], [0.0, 0.1, -0.1], [0.1, -0.2, 0.1], [0.0, 0.0, -0.2], [-0.2, -0.1, 0.0], [0.0, 0.2, 0.1], [0.0, 0.1, 0.0], [0.0, 0.0, 0.1], [0.0, 0.1, -0.1], [0.1, 0.1, 0.1], [0.1, -0.1, 0.0], [0.0, -0.1, 0.0], [-0.1, -0.1, 0.0], [0.0, -0.1, 0.1], [0.0, 0.2, 0.1], [0.0, 0.1, 0.0], [0.2, -0.1, 0.0], [0.0, 0.0, 0.1], [0.1, 0.0, 0.0], [0.0, -0.2, 0.0], [-0.1, 0.1, -0.1], [0.0, -0.2, 0.0], [0.1, 0.0, -0.1], [0.0, 0.1, -0.1], [0.0, 0.0, -0.1], [0.0, 0.0, 0.0], [0.0, 0.0, -0.1], [-0.1, 0.1, -0.1], [0.1, 0.1, 0.0], [-0.1, 0.1, 0.1], [0.0, 0.0, -0.2], [0.1, -0.1, 0.0], [0.1, 0.1, 0.0], [-0.1, 0.1, 0.2], [0.1, 0.2, -0.1], [0.1, -0.1, 0.1], [0.0, 0.2, 0.1], [0.1, 0.0, 0.1], [-0.1, -0.1, 0.1], [0.0, 0.2, 0.0], [0.1, 0.0, -0.1], [0.1, 0.0, 0.1], [0.0, -0.2, 0.0], [0.1, 0.0, 0.1], [0.0, -0.1, -0.1], [-0.8, 0.6, 0.3], [0.2, 0.0, 0.1], [0.0, 0.7, 0.3], [0.1, -0.2, -0.1], [0.2, 0.0, -0.1], [-0.2, 0.0, -0.1], [0.3, 0.0, 0.1], [0.1, 0.1, -0.2], [0.3, 0.1, 0.1], [0.1, -0.1, 0.0], [0.2, 0.0, -0.1], [-1.3, -0.8, 0.0], [-1.0, -1.3, -0.7], [-1.0, -0.3, 1.0], [0.0, -0.4, 1.4], [0.0, 0.1, 0.2], [0.2, 0.0, -0.1], [0.0, 0.0, -0.1], [0.0, 0.0, -0.2], [0.1, 0.0, 0.0], [0.0, 0.1, -0.1], [0.1, -0.2, 0.0], [-0.1, 0.4, 0.0], [0.0, 0.0, 0.0], [0.0, 0.2, -0.2], [0.0, 0.3, 0.0], [0.0, -0.2, 0.0], [0.0, 0.1, 0.2], [0.0, 0.2, 0.1], [0.1, -0.1, -0.2], [0.2, 0.1, 0.2], [0.0, 0.1, -0.1], [0.1, -0.1, 0.1], [-0.1, 0.0, 0.0], [0.0, 0.0, 0.0], [-0.1, 0.1, 0.0], [-0.1, -0.1, 0.1], [0.0, 0.0, 0.1], [-0.2, -0.2, 0.2], [0.1, -0.1, 0.0], [-0.1, 0.0, 0.0], [-0.2, 0.0, 0.0], [-0.1, 0.0, 0.1], [0.0, 0.0, 0.1], [0.1, 0.0, 0.0], [0.0, -0.2, 0.1], [0.1, 0.0, 0.0], [-0.1, 0.1, 0.1], [0.0, -0.1, 0.1], [0.0, -0.1, 0.1], [0.1, -0.1, -0.1], [-0.1, -0.1, 0.0], [-0.1, 0.0, -0.1], [0.0, 0.1, 0.0], [-0.1, -0.1, -0.1], [-0.1, 0.0, -0.2], [-0.1, -0.1, -0.2], [0.0, 0.1, -0.1], [0.0, 0.1, -0.1], [0.0, 0.1, -0.1]]
}